#w
{
  "formula": "C4H5NO2S",
  "method": "wB97M-V/def2-TZVPD",
  "symbols": ["C", "C", "C", "C", "H", "H", "H", "H", "H", "N", "O", "O", "S"],
  "xyz": [[-0.4028, 0.7809, 0.0515], [0.6719, -0.0672, 0.1547], [-0.9920, -1.5132, 0.2752], [2.1138, 0.3597, 0.0609], [0.7119, 2.7101, 0.5938], [-1.4674, 2.4506, -0.8920], [-1.5045, -2.2894, -0.4004], [-1.1289, -1.8922, 1.3000], [2.2099, 1.4517, 0.2475], [-0.5989, 2.1391, 0.1367], [0.2762, -1.3116, -0.1030], [3.1049, -0.3685, -0.2057], [-1.8764, -0.0828, -0.1619]],
  "lowdin_charge": [-0.72, -0.29, -0.54, -0.16, 0.28, 0.24, 0.12, 0.11, 0.09, -0.06, -0.07, 0.01, 1.01],
  "spin_multiplicity": 1,
  "e_homo_ev": -8.12
}

#x
{
  "formula": "C4H5NO2S",
  "method": "wB97M-V/def2-TZVPD",
  "symbols": ["C", "C", "C", "C", "N", "O", "O", "S", "H", "H", "H", "H", "H"],
  "xyz": [[-0.4117, -0.8996, 0.6681], [0.7847, -0.1110, 0.2306], [-1.6406, -1.1182, -0.1450], [0.6925, 1.1788, -0.4862], [-2.1275, -0.3770, 0.8949], [-2.1019, -1.5714, -1.1749], [3.3078, 0.4308, -0.3996], [2.4731, -0.5995, 0.2574], [-0.4080, -1.7063, 1.3768], [-0.0845, 0.9951, -1.3571], [1.5851, 1.3660, -0.9927], [0.3274, 1.8307, 0.2907], [-2.3964, 0.5816, 0.8370]],
  "lowdin_charge": [-0.03, -0.47, -0.54, -0.11, 0.21, 0.10, -0.58, 0.97, 0.12, 0.14, 0.02, 0.09, 0.09],
  "spin_multiplicity": 1,
  "e_homo_ev": [-9.10, -9.10]
}

Most favorable first, least favorable last: #x, #w

#w
{
  "formula": "C6H9ClSi",
  "method": "wB97M-V/def2-TZVPD",
  "symbols": ["C", "C", "C", "C", "C", "C", "Si", "Cl", "H", "H", "H", "H", "H", "H", "H", "H", "H"],
  "xyz": [[-1.8435, -0.3170, -2.0392], [-0.4474, 1.3473, 2.5210], [2.4948, 0.0671, -0.8295], [-1.2398, 0.4161, -1.0969], [-0.2167, 0.1494, 2.0205], [1.5658, -0.7339, -0.3349], [-0.1574, -0.2990, 0.2187], [-0.9954, -2.9714, 0.0032], [-2.4237, 0.2162, -2.8316], [-1.5937, -1.3066, -2.1107], [-0.4308, 1.4771, 3.6254], [-0.7779, 2.1745, 1.8895], [3.4579, -0.2429, -1.1115], [2.3778, 1.1527, -0.9318], [-1.3931, 1.4225, -1.1410], [-0.1329, -0.7785, 2.5292], [1.7559, -1.7734, -0.3803]],
  "lowdin_charge": [-0.04, -0.04, -0.05, -0.25, -0.26, -0.27, 0.71, -0.18, 0.09, -0.02, 0.08, 0.06, 0.04, 0.06, 0.01, 0.04, 0.03],
  "spin_multiplicity": 1,
  "e_homo_ev": -9.56
}

#x
{
  "formula": "C6H9ClSi",
  "method": "wB97M-V/def2-TZVPD",
  "symbols": ["C", "C", "Si", "Cl", "C", "C", "H", "H", "H", "H", "H", "H", "H", "C", "C", "H", "H"],
  "xyz": [[-0.1813, 1.4787, 1.7575], [0.0100, 1.5749, 0.4048], [-0.3335, 0.1473, -0.8204], [1.4850, -0.0864, -1.7364], [-1.8959, -0.5897, -1.1582], [-2.1468, -1.7338, -2.0523], [0.2721, 2.1682, 2.4672], [-0.5837, 0.6661, 2.3051], [0.3596, 2.5610, 0.0286], [-2.7579, -0.0280, -0.7940], [-1.2998, -1.9769, -2.7287], [-2.3204, -2.8098, -1.5611], [-2.9773, -1.4697, -2.7365], [3.2532, 0.5289, 1.3562], [2.8512, -0.5492, 1.7216], [3.5917, 1.5952, 1.3941], [2.6737, -1.4766, 2.1527]],
  "lowdin_charge": [-0.08, -0.31, 0.35, 0.29, -0.39, -0.26, 0.05, 0.03, 0.06, 0.03, 0.05, 0.11, 0.07, -0.03, -0.01, 0.06, 0.00],
  "spin_multiplicity": 1,
  "e_homo_ev": -7.85,
  "smiles": "C=C/[Si](Cl)=C/C.C#C"
}

Most favorable first, least favorable last: #w, #x

#w
{
  "formula": "C6H5NO2",
  "method": "wB97M-V/def2-TZVPD",
  "symbols": ["C", "C", "C", "N", "O", "C", "C", "C", "O", "H", "H", "H", "H", "H"],
  "xyz": [[-1.9738, 1.2430, -0.0713], [-1.6634, -0.1750, -0.2526], [-2.9626, -0.8383, -0.1287], [-3.8243, -1.4791, 0.3854], [-0.5038, -0.9218, -0.2453], [0.6330, -0.1287, 0.1382], [1.7805, -0.5608, -0.3204], [3.1758, -0.1050, 0.1891], [4.2862, -0.8499, 0.0622], [-1.1290, 2.1347, -0.1918], [-2.9712, 1.6125, -0.0214], [0.3174, 0.8055, 0.6130], [1.8037, -1.7420, -0.7023], [3.0313, 1.0049, 0.5461]],
  "lowdin_charge": [0.08, -0.30, -0.17, 0.16, -0.01, -0.10, -0.05, -0.15, -0.06, 0.12, 0.04, 0.11, 0.19, 0.14],
  "spin_multiplicity": 1,
  "e_homo_ev": -9.91,
  "smiles": "C=C(C#N)O/C=C/C=O"
}

#x
{
  "formula": "C6H5NO2",
  "method": "wB97M-V/def2-TZVPD",
  "symbols": ["C", "C", "C", "C", "C", "C", "H", "H", "H", "H", "H", "N", "O", "O"],
  "xyz": [[1.0174, -0.6107, 1.5141], [0.1754, -0.0544, 0.3771], [0.5543, -0.4656, -0.9405], [-0.1780, 0.1479, -1.9684], [-1.5383, 1.3162, -0.6568], [-0.8523, 0.8407, 0.5535], [1.4072, -2.1923, 2.1433], [1.2791, -1.3010, -1.3017], [0.3098, 0.0202, -3.2523], [-2.3282, 2.0948, -0.3248], [-1.0449, 1.1925, 1.8420], [-1.2408, 1.0004, -1.8403], [0.7504, -1.9161, 1.6124], [1.6888, -0.0725, 2.2424]],
  "lowdin_charge": [-0.57, -0.18, -0.04, -0.16, -0.20, -0.01, 0.06, 0.15, 0.19, 0.13, 0.21, 0.04, 0.17, 0.21],
  "spin_multiplicity": 1,
  "e_homo_ev": -9.87
}

Most favorable first, least favorable last: #x, #w

#w
{
  "formula": "C8H12N2OS",
  "method": "wB97M-V/def2-TZVPD",
  "symbols": ["C", "S", "C", "C", "C", "C", "C", "C", "C", "O", "N", "N", "H", "H", "H", "H", "H", "H", "H", "H", "H", "H", "H", "H"],
  "xyz": [[-0.9157, 2.0846, -0.1939], [-1.0822, 0.4085, 0.3533], [-1.5319, -0.0269, 2.0812], [-1.5090, -1.2076, -1.0217], [-2.0730, -0.3730, -2.1888], [0.6574, -0.0058, 0.4424], [1.2882, -0.0982, -0.8514], [2.5974, -0.3594, -0.8763], [3.4103, -0.5169, 0.3197], [4.5880, -0.7791, 0.3839], [2.6897, -0.3299, 1.5227], [1.3613, -0.1984, 1.5372], [-1.9447, 2.3124, -0.5135], [-0.5134, 2.6422, 0.6407], [-2.5323, 0.4079, 2.2319], [-1.6133, -1.0627, 2.0112], [-0.8691, 0.2311, 2.8650], [-2.2928, -1.8026, -0.4079], [-1.1956, 0.1230, -2.6571], [-2.6258, -1.0187, -2.8920], [-2.7507, 0.4830, -1.8325], [0.5737, 0.0287, -1.6159], [3.2056, -0.4560, -1.7791], [3.0779, -0.4861, 2.4409]],
  "lowdin_charge": [-0.27, 0.95, -0.21, -0.17, -0.26, -0.44, -0.05, 0.04, -0.45, 0.06, 0.09, 0.07, -0.02, -0.01, 0.07, 0.02, 0.04, 0.03, 0.05, 0.07, 0.07, 0.06, 0.13, 0.16],
  "spin_multiplicity": 1,
  "e_homo_ev": -8.07,
  "smiles": "C=[S@@](C)(=CC)c1ccc(=O)[nH]n1"
}

#x
{
  "formula": "C8H12N2OS",
  "method": "wB97M-V/def2-TZVPD",
  "symbols": ["C", "C", "C", "C", "O", "N", "C", "N", "S", "C", "C", "C", "H", "H", "H", "H", "H", "H", "H", "H", "H", "H", "H", "H"],
  "xyz": [[1.3298, 3.0187, -1.2165], [0.6520, 1.9226, -0.4150], [1.6555, 1.1711, 0.5195], [0.9273, -0.0723, 1.0530], [1.1929, -0.4444, 2.1642], [0.0400, -0.7263, 0.2431], [-0.2240, -0.2042, -0.9932], [0.0252, 1.0400, -1.3900], [-0.9944, -1.3114, -2.1005], [-0.9760, -2.6115, -0.7651], [-0.7404, -1.8976, 0.5964], [-2.0730, -1.4659, 1.2568], [0.5816, 3.4679, -1.8557], [1.7545, 3.7311, -0.5250], [2.0888, 2.5797, -1.8674], [-0.1091, 2.3933, 0.2231], [1.9626, 1.8057, 1.3446], [2.5098, 0.8290, -0.0107], [-0.1667, -3.2991, -0.9315], [-1.9454, -3.1798, -0.7850], [-0.2425, -2.6545, 1.2401], [-1.9109, -0.9197, 2.1817], [-2.6275, -0.8504, 0.5653], [-2.7100, -2.3222, 1.4679]],
  "lowdin_charge": [-0.08, -0.41, -0.03, -0.42, 0.10, 0.00, -0.62, 0.06, 0.98, -0.37, -0.34, -0.03, 0.07, 0.07, 0.08, 0.14, 0.13, 0.12, 0.06, 0.10, 0.16, 0.08, 0.08, 0.08],
  "spin_multiplicity": 1,
  "e_homo_ev": -8.82,
  "smiles": "C[C@@H]1CC(=O)N2C(=N1)SC[C@@H]2C"
}

Most favorable first, least favorable last: #x, #w